1.
A molecular structure, C15H24N6O6Sr. Source: OMol25; level of theory: ωB97M-V/def2-TZVPD.

Properties
HOMO energy (spin up / spin down) ... -7.072 / -7.073 eV
Relative energy (zero: lowest compared OMol25 entry of this formula, charge and spin) ... 0.000 eV

Structure (ORCA input):
```
! wB97M-V def2-TZVPD RIJCOSX def2/J DEFGRID3
* xyz 0 1
O -2.938 -0.563 -0.624
H -2.807 -0.985 -1.521
Sr -0.704 -0.210 0.950
N -1.946 1.985 1.216
N -0.748 1.740 -0.958
N 1.010 -2.019 1.885
N 1.631 -0.649 -0.174
O -2.624 1.332 2.082
O 0.527 -2.905 2.711
O 2.026 0.178 -1.192
O 0.055 1.719 -1.981
C -1.890 2.478 -1.077
C -2.651 2.450 0.120
C 2.285 -2.176 1.481
C 2.633 -1.400 0.308
C -4.112 2.628 0.228
H -4.622 1.675 -0.014
H -4.492 3.386 -0.465
H -4.340 2.921 1.265
C -2.379 3.101 -2.332
H -2.504 2.380 -3.153
H -1.696 3.907 -2.634
H -3.356 3.552 -2.131
C 3.208 -3.186 2.078
C 4.002 -1.465 -0.259
H 2.623 -3.881 2.698
H 3.999 -2.739 2.697
H 3.728 -3.732 1.278
H 4.147 -0.731 -1.054
H 4.221 -2.465 -0.646
H 4.702 -1.256 0.556
H -0.893 -2.738 2.108
H 1.187 0.712 -1.459
C -1.118 -1.997 -2.308
H -1.925 -2.644 -2.629
H -0.308 -2.429 -1.712
H -0.854 -1.110 -2.882
O -1.671 -2.315 1.580
H -3.804 -0.849 -0.249
H -2.059 -3.007 1.026
N 4.240 2.986 5.090
C 3.816 2.848 4.005
C 3.289 2.714 2.669
C 3.926 3.358 1.590
C 3.329 3.291 0.335
C 2.111 2.600 0.210
N 1.571 1.903 1.215
C 2.139 1.927 2.427
H 4.858 3.905 1.781
H 3.771 3.721 -0.570
H 1.547 2.658 -0.728
H 1.655 1.351 3.241
*
```

2.
2 unconnected molecules or ions with the total composition C4H9NO. Source: OMol25; level of theory: ωB97M-V/def2-TZVPD.

Properties
HOMO energy ... -7.810 eV
SMILES ... C=C/C=C/N.O
Relative energy (zero: lowest compared OMol25 entry of this formula, charge and spin) ... 2.521 eV

Structure (ORCA input):
```
! wB97M-V def2-TZVPD RIJCOSX def2/J DEFGRID3
* xyz 0 1
C -0.662 1.219 -2.116
C -0.012 0.558 -1.167
C 0.721 1.119 -0.017
C 0.437 0.615 1.184
N 0.875 1.068 2.415
H -1.493 0.799 -2.668
H -0.403 2.193 -2.490
H -0.235 -0.499 -1.099
H 1.405 1.948 -0.163
H -0.223 -0.238 1.290
H 1.680 1.627 2.613
H 0.214 1.025 3.166
O -1.120 -3.811 -0.115
H -0.383 -3.194 -0.043
H -0.803 -4.429 -0.790
*
```

3.
5 unconnected molecules or ions with the total composition C42H90ClIN6O2S. Source: OMol25; level of theory: ωB97M-V/def2-TZVPD.

Properties
HOMO energy ... -8.091 eV
SMILES ... C#CCCC[C@](OCC[C@@H](C)O)([C@H](I)CC)[C@@H](N=C=S)N[C@H](Cl)CC.CCN(CC)CC.CCN(CC)CC.CCN(CC)CC.CCN(CC)CC

Structure (ORCA input):
```
! wB97M-V def2-TZVPD RIJCOSX def2/J DEFGRID3
* xyz 0 1
C 2.182 -3.170 -4.377
C 1.300 -3.746 -3.747
C 0.332 -4.146 -2.562
C -0.985 -3.198 -2.500
C -0.507 -1.814 -1.876
C -1.388 -0.526 -2.349
O -2.686 -1.058 -2.636
C -3.732 -0.079 -2.644
C -5.054 -0.857 -3.154
C -6.008 0.050 -4.024
C -6.701 1.187 -3.117
O -5.374 0.595 -5.197
C -0.609 0.088 -3.596
I -1.025 2.181 -4.037
C -0.744 -0.734 -4.947
C -2.153 -0.639 -5.685
C -1.355 0.446 -1.059
N -2.147 -0.161 0.101
C -2.761 0.706 0.739
S -3.286 1.808 1.828
N 0.051 0.528 -0.589
C 0.584 1.902 -0.551
Cl 2.331 1.728 0.066
C -0.131 2.876 0.489
C 0.638 4.294 0.382
H 2.816 -2.535 -5.050
H 0.077 -5.233 -2.713
H 0.840 -4.025 -1.549
H -1.707 -3.725 -1.809
H -1.459 -3.126 -3.518
H -0.561 -1.951 -0.745
H 0.587 -1.705 -2.121
H -3.594 0.776 -3.368
H -4.015 0.319 -1.618
H -4.683 -1.727 -3.780
H -5.605 -1.266 -2.252
H -6.853 -0.627 -4.394
H -6.800 2.138 -3.721
H -7.742 0.810 -2.869
H -6.086 1.392 -2.194
H -6.092 0.935 -5.772
H 0.494 0.054 -3.312
H -0.428 -1.823 -4.852
H 0.017 -0.279 -5.669
H -2.033 -1.202 -6.674
H -2.482 0.401 -5.964
H -2.999 -1.180 -5.153
H -1.833 1.450 -1.257
H 0.130 0.075 0.334
H 0.681 2.385 -1.563
H -0.107 2.467 1.543
H -1.203 3.069 0.191
H 0.879 4.420 -0.724
H -0.064 5.105 0.738
H 1.605 4.261 0.960
C 2.448 3.535 4.771
C 1.955 2.693 5.942
N 0.514 2.478 5.951
C 0.028 1.893 7.197
C 0.492 0.478 7.548
C -0.057 1.912 4.736
C 0.467 0.551 4.273
H 1.950 4.508 4.748
H 3.523 3.710 4.870
H 2.289 3.038 3.811
H 2.235 3.222 6.858
H 2.508 1.744 5.948
H -1.067 1.915 7.202
H 0.323 2.558 8.017
H -0.027 -0.276 6.956
H 0.263 0.268 8.597
H 1.567 0.346 7.418
H 0.093 2.628 3.921
H -1.145 1.853 4.840
H 1.553 0.470 4.348
H 0.202 0.395 3.222
H 0.018 -0.269 4.835
C 3.513 6.346 8.107
C 3.414 7.842 7.829
N 4.430 8.344 6.914
C 4.480 9.801 6.856
C 3.260 10.535 6.298
C 4.521 7.668 5.626
C 3.274 7.652 4.742
H 4.497 6.083 8.500
H 2.766 6.059 8.851
H 3.323 5.749 7.212
H 3.526 8.353 8.791
H 2.399 8.065 7.473
H 5.365 10.108 6.287
H 4.661 10.171 7.872
H 3.207 10.464 5.212
H 3.331 11.600 6.541
H 2.323 10.169 6.720
H 4.824 6.631 5.805
H 5.354 8.091 5.054
H 2.362 7.440 5.304
H 3.374 6.871 3.982
H 3.143 8.594 4.209
C -0.675 -7.607 4.194
C -0.718 -6.119 3.865
N 0.329 -5.684 2.950
C 0.432 -4.231 2.845
C -0.754 -3.473 2.242
C 0.416 -6.404 1.686
C -0.819 -6.405 0.783
H 0.293 -7.891 4.611
H -1.443 -7.842 4.935
H -0.873 -8.227 3.316
H -0.601 -5.580 4.811
H -1.719 -5.873 3.486
H 1.335 -3.975 2.280
H 0.611 -3.834 3.850
H -0.793 -3.579 1.158
H -0.648 -2.404 2.451
H -1.710 -3.792 2.661
H 0.679 -7.444 1.901
H 1.271 -6.028 1.114
H -1.746 -6.566 1.337
H -0.736 -7.212 0.049
H -0.907 -5.474 0.220
C 1.824 -2.653 -9.764
C 1.288 -3.443 -8.576
N -0.160 -3.601 -8.573
C -0.676 -4.131 -7.315
C -0.271 -5.551 -6.925
C -0.745 -4.179 -9.777
C -0.273 -5.572 -10.198
H 1.365 -1.663 -9.819
H 2.903 -2.518 -9.659
H 1.654 -3.170 -10.711
H 1.581 -2.898 -7.672
H 1.803 -4.412 -8.538
H -1.770 -4.070 -7.316
H -0.362 -3.458 -6.509
H -0.813 -6.303 -7.498
H -0.515 -5.721 -5.872
H 0.800 -5.726 -7.042
H -0.562 -3.493 -10.610
H -1.835 -4.191 -9.678
H 0.809 -5.693 -10.112
H -0.537 -5.748 -11.245
H -0.757 -6.357 -9.615
*
```

4.
A molecular structure, C19H33N9OSc. Source: OMol25; level of theory: ωB97M-V/def2-TZVPD.

Properties
HOMO energy ... -17.206 eV
Relative energy (zero: lowest compared OMol25 entry of this formula, charge and spin) ... 0.575 eV

Structure (ORCA input):
```
! wB97M-V def2-TZVPD RIJCOSX def2/J DEFGRID3
* xyz 3 1
Sc 0.673 0.129 -0.455
N 0.553 -0.054 -2.831
C 1.722 0.626 -3.442
C 3.013 0.129 -2.793
N 2.994 0.178 -1.307
C 3.667 1.409 -0.819
C 2.857 2.675 -1.061
N 1.530 2.527 -0.414
C 3.780 -0.974 -0.794
C 2.971 -2.265 -0.807
N 1.770 -2.061 0.037
H 0.584 -1.032 -3.140
H -0.280 0.315 -3.292
H 1.583 1.702 -3.320
H 1.791 0.425 -4.517
H 3.858 0.699 -3.194
H 3.156 -0.908 -3.107
H 4.657 1.517 -1.281
H 3.804 1.311 0.264
H 2.717 2.867 -2.125
H 3.417 3.522 -0.645
H 0.979 3.347 -0.677
H 1.698 2.636 0.592
H 4.059 -0.774 0.244
H 4.706 -1.101 -1.369
H 3.605 -3.078 -0.433
H 2.644 -2.541 -1.812
H 2.123 -1.934 0.993
H 1.272 -2.954 0.074
N -1.272 1.580 -0.582
C -2.531 0.841 -0.607
C -3.737 1.500 -0.528
C -4.953 0.807 -0.638
C -4.952 -0.546 -0.838
C -3.733 -1.257 -0.904
C -3.697 -2.649 -1.124
C -2.481 -3.276 -1.202
C -1.314 -2.517 -1.058
N -1.282 -1.209 -0.835
C -2.492 -0.567 -0.773
H -1.327 2.238 0.201
H -1.278 2.178 -1.416
H -3.765 2.575 -0.404
H -5.881 1.354 -0.599
H -5.878 -1.087 -0.970
H -4.619 -3.197 -1.238
H -2.408 -4.337 -1.375
H -0.362 -3.026 -1.158
C -1.296 0.296 5.546
N -0.838 0.308 4.177
C 0.557 0.385 3.808
C 0.446 0.324 2.305
O 1.378 0.367 1.469
N -0.825 0.229 1.935
C -1.576 0.227 3.075
N -2.897 0.167 3.038
H -0.502 -0.078 6.188
H -2.156 -0.364 5.652
H -1.568 1.298 5.887
H 1.131 -0.452 4.218
H 1.025 1.312 4.151
H -3.368 0.082 2.152
H -3.452 0.161 3.880
*
```

Calculated total energy, record by record: -1396.43008 -287.73980 -3289.12598 -2071.94213 Ha